Entry 1:
The following is a DFT calculation (the ωB97M-V functional and the def2-TZVPD basis) of CH4NO3PS as an isolated structure at a distorted geometry.

```
11
CH4NO3PS | OMol25 | the ωB97M-V functional and the def2-TZVPD basis
C 0.1428 1.5646 -2.4357
N -0.2853 -0.2843 -0.5707
O 0.7723 0.2521 1.7976
O 1.7917 -1.4161 0.3245
O 0.6638 1.0597 -1.3995
P 0.3420 -0.9762 0.7845
S 0.8896 2.8788 -3.0620
H -0.7581 1.1313 -2.8797
H -1.2044 0.1295 -0.5178
H 0.0830 0.5729 2.3795
H 2.3645 -0.6550 0.1506
```

Kohn-Sham gap (spin up / spin down) = 6.941 / 6.943 eV
ΔE to the lowest compared entry with this formula, charge and spin = 252.2 kJ/mol
Net charge = 0

***

Entry 2:
The following is a DFT calculation (the ωB97M-V functional and the def2-TZVPD basis) of a 15-piece molecular cluster, C19H45N15O22 overall at a distorted geometry.

```
101
C19H45N15O22 | OMol25 | the ωB97M-V functional and the def2-TZVPD basis
C 1.9254 -3.1075 -3.2586
N 1.3108 -2.7747 -4.5946
O 0.1788 -2.3304 -4.6012
O 2.0183 -2.9153 -5.5482
H 2.9483 -2.7759 -3.1726
H 2.0064 -4.1925 -3.2036
H 1.3327 -2.7497 -2.3652
C 2.3865 3.1759 -0.6920
N 1.1711 3.1663 0.2666
O 0.7734 4.1868 0.8188
O 0.7427 2.0224 0.4773
H 3.1456 2.7938 -0.0201
H 2.7368 4.1995 -0.8864
H 2.1663 2.5582 -1.5470
C -3.5409 -0.3750 4.7685
N -2.6438 -1.4686 5.2055
O -3.1190 -2.5927 5.4157
O -1.4628 -1.1338 5.3106
H -4.3383 -0.2858 5.5513
H -4.0574 -0.7428 3.8709
H -2.9683 0.5087 4.5426
C -0.4803 2.8110 3.4245
N 0.1585 3.7710 4.3615
O -0.3849 4.0430 5.4361
O 1.1967 4.1957 4.0055
H -0.7272 1.9090 3.9409
H 0.1515 2.6966 2.5704
H -1.4216 3.2696 3.0480
C -4.6750 -3.8275 0.4843
N -4.7113 -2.3762 0.7490
O -4.4811 -1.6432 -0.1977
O -5.1350 -2.0658 1.8570
H -5.7478 -4.1048 0.4061
H -4.4023 -4.3855 1.4187
H -4.1475 -4.0555 -0.4185
C 2.5477 -0.4500 5.3767
N 2.8532 0.2938 4.1821
O 1.9643 0.7195 3.4980
O 4.0562 0.3324 3.8161
H 1.7698 0.0286 5.9674
H 3.4873 -0.5807 5.8907
H 2.1975 -1.3861 4.9671
C -0.2216 0.7265 -3.4208
N -0.1539 2.1637 -3.8193
O 0.5346 2.8580 -3.1360
O -0.6967 2.5279 -4.8407
H -0.4678 0.7263 -2.3538
H 0.7068 0.2706 -3.7015
H -1.0059 0.3255 -3.9684
C -0.6548 -4.6453 4.5548
N 0.4838 -3.7356 4.3968
O 1.2638 -3.7909 5.3111
O 0.5749 -3.1108 3.3322
H -0.2092 -5.6184 4.8532
H -1.2640 -4.5405 3.6988
H -1.2075 -4.3232 5.4617
C -4.0417 1.7949 -0.4098
N -2.7533 1.3097 0.1642
O -2.8129 1.1763 1.3861
O -1.7587 1.2020 -0.5254
H -4.0639 1.4933 -1.4921
H -4.1434 2.8936 -0.3257
H -4.7924 1.2608 0.1335
C -0.2337 -0.8044 1.8258
N -1.2987 -1.6620 1.2765
O -1.4509 -1.7654 0.0680
O -1.8774 -2.3639 2.0634
H -0.1925 -0.8123 2.9465
H -0.2691 0.1529 1.2898
H 0.6283 -1.3600 1.4096
C 4.3866 -0.4289 -3.8781
N 3.6808 0.2711 -2.7662
O 2.5280 -0.0341 -2.5488
O 4.3306 1.1030 -2.1819
H 3.7424 -0.2997 -4.7645
H 4.6353 -1.4574 -3.4913
H 5.2378 0.1338 -4.0696
C 2.1411 3.0656 -8.1494
C 2.1542 2.5323 -6.8045
N 2.0875 2.1467 -5.7396
H 2.1700 2.1897 -8.8308
H 3.0332 3.6355 -8.3255
H 1.1993 3.5530 -8.2397
C -0.5256 5.7877 -1.5447
C -1.7349 5.4342 -0.8760
N -2.7211 5.1898 -0.3099
H 0.0178 6.5330 -0.9234
H -0.7402 6.2187 -2.4801
H 0.1471 4.9712 -1.6695
C -1.7666 -3.3943 -2.4825
C -1.8497 -4.5671 -1.5983
N -1.8367 -5.3954 -0.7873
H -0.6939 -3.1381 -2.5774
H -2.2673 -2.5861 -1.9838
H -2.0381 -3.6240 -3.5129
C 3.2574 -0.2812 0.5937
C 3.1118 -1.7426 0.3250
N 3.1519 -2.8664 0.0305
H 3.6538 0.3631 -0.1535
H 3.8184 -0.1779 1.5594
H 2.2862 0.1541 0.8800
```

Kohn-Sham gap = 10.241 eV
Net charge = 0

***

Entry 3:
The following is a DFT calculation (the ωB97M-V functional and the def2-TZVPD basis) of one molecule with the formula C5H11NO2 at a distorted geometry.

```
19
C5H11NO2 | OMol25 | the ωB97M-V functional and the def2-TZVPD basis
C -0.4841 2.3379 1.8034
C -0.7785 0.8421 1.7773
N 0.0826 0.1212 0.8453
C 0.6221 -1.1075 1.4243
C -0.5416 -0.0658 -0.4511
C 0.2888 -0.6699 -1.5454
O -0.2044 -0.2229 -2.7247
O 1.2071 -1.4393 -1.5159
H 0.5670 2.5812 1.6417
H -0.7312 2.7499 2.7538
H -1.0425 2.9000 1.0653
H -1.8489 0.6917 1.5744
H -0.6652 0.4088 2.7625
H 1.2635 -1.6130 0.7191
H -0.1754 -1.8355 1.6547
H 1.2025 -0.8835 2.3090
H -0.9340 0.9038 -0.7475
H -1.4230 -0.7010 -0.3380
H 0.3599 -0.5762 -3.4399
```

Kohn-Sham gap = 9.403 eV
SMILES string = CCN(C)CC(=O)O
ΔE to the lowest compared entry with this formula, charge and spin = 95.9 kJ/mol
Net charge = 0

***

Entry 4:
The following is a DFT calculation (the ωB97M-V functional and the def2-TZVPD basis) of a 3-piece molecular cluster, C11H25O4S3 overall.

```
43
C11H25O4S3 | OMol25 | the ωB97M-V functional and the def2-TZVPD basis
C -0.4620 1.4122 3.0225
C -1.4823 0.7492 2.0845
C -2.8152 0.3462 2.6752
S -3.9847 1.7370 2.8717
H -0.8334 1.6630 4.0216
H -0.0790 2.3341 2.5833
H 0.3948 0.7552 3.1679
H -1.0812 -0.1648 1.6461
H -1.6848 1.3904 1.2208
H -3.3766 -0.3270 2.0219
H -2.7535 -0.0883 3.6766
H -3.1659 2.6266 3.4722
H -3.8044 2.2878 1.6519
C -0.5759 0.2928 -3.2812
C -1.7475 -0.5339 -3.8277
C -2.3307 -1.3294 -2.6546
S -1.9870 -0.3473 -1.1898
O -1.0778 -1.1007 -0.3488
O -3.1928 0.1650 -0.5596
C -1.0867 0.9590 -2.0097
H -0.2336 1.0370 -3.9976
H 0.2735 -0.3460 -3.0344
H -2.5099 0.1300 -4.2383
H -1.4332 -1.2061 -4.6240
H -3.4055 -1.4875 -2.7107
H -1.8239 -2.2791 -2.4957
H -0.2945 1.2941 -1.3432
H -1.7982 1.7590 -2.2183
C 2.6968 -1.9520 0.5339
C 4.1838 -1.6786 0.2738
C 4.2777 -0.3421 -0.4688
S 2.8595 0.6242 0.0782
O 1.9820 0.8553 -1.0503
O 3.2639 1.7446 0.8852
C 2.1298 -0.6543 1.0952
H 2.5472 -2.7817 1.2225
H 2.1878 -2.1969 -0.4010
H 4.7195 -1.6136 1.2222
H 4.6441 -2.4741 -0.3096
H 5.1710 0.2337 -0.2391
H 4.1765 -0.4539 -1.5469
H 1.0510 -0.5607 1.0029
H 2.4613 -0.4785 2.1192
```

Kohn-Sham gap = 9.475 eV
Net charge = +1

***

Entry 5:
The following is a DFT calculation (the ωB97M-V functional and the def2-TZVPD basis) of a 2-piece molecular cluster, C3H11N3 overall at a distorted geometry.

```
17
C3H11N3 | OMol25 | the ωB97M-V functional and the def2-TZVPD basis
C -4.1083 3.2110 -0.4038
C -3.0903 2.9563 0.4402
N -2.3878 1.7728 0.5049
H -4.3539 2.3749 -1.0511
H -4.7876 4.0212 -0.2027
H -2.8854 3.6601 1.2490
H -2.0942 1.4619 -0.4097
H -1.7150 1.6010 1.2289
N 2.4713 -3.4620 -0.3980
C 3.2473 -2.2172 -0.3431
N 2.5085 -1.3193 0.5869
H 2.8755 -3.9833 -1.1744
H 1.5452 -3.2415 -0.7705
H 4.2518 -2.3102 0.0875
H 3.5254 -1.8924 -1.3645
H 1.8559 -1.9597 1.0095
H 3.1414 -0.6735 1.0108
```

Kohn-Sham gap = 9.121 eV
SMILES string = C=CN.NCN
ΔE to the lowest compared entry with this formula, charge and spin = 209.7 kJ/mol
Net charge = 0